Run 1
20
Properties=species:S:1:pos:R:3 method="wB97M-V/def2-TZVPD" homo_ev=-11.08 smiles="CC[N+]1(S(=O)(=O)[O-])C(=O)C=CC1=O" gap_ev=10.12
C 1.23 1.31 0.37
C 1.14 -0.16 0.02
N -0.47 -0.49 -0.42
S -0.91 0.38 -2.20
O -1.26 -0.82 -2.86
O 0.37 0.96 -2.53
O -2.03 1.23 -1.87
C -0.79 -1.82 -0.80
O -0.03 -2.70 -1.08
C -2.27 -1.87 -0.68
C -2.66 -0.85 0.04
C -1.52 -0.04 0.46
O -1.50 0.89 1.20
H 1.13 1.88 -0.53
H 0.39 1.73 1.08
H 2.23 1.60 0.62
H 1.41 -0.68 0.86
H 1.65 -0.53 -0.80
H -2.99 -2.72 -1.13
H -3.56 -0.57 0.48

Run 2
20
Properties=species:S:1:pos:R:3 method="wB97M-V/def2-TZVPD" homo_ev=-8.68 gap_ev=8.69
C -0.09 1.20 -0.26
C -2.79 -1.75 -0.68
C 1.39 -1.03 -0.39
C 2.60 -0.35 0.33
C 1.05 1.78 0.26
C 0.39 -0.13 0.34
N 1.46 0.58 1.01
O -1.87 -1.51 -1.35
O -1.02 1.56 -1.05
O -3.66 -1.98 -0.01
O -3.69 0.65 -1.33
O -2.67 0.88 0.93
S -2.97 1.50 -0.36
H 1.42 -1.09 -1.49
H 1.27 -2.07 -0.05
H 3.01 -1.04 1.07
H 3.42 0.16 -0.28
H 1.46 2.73 0.33
H -0.28 -0.61 1.01
H 1.58 0.54 1.97

It is run 2 that is the least stable of them.

Run 1
30
Properties=species:S:1:pos:R:3 method="wB97M-V/def2-TZVPD" charge=-1 homo_ev="0.18 / -7.57" multiplicity=2 gap_ev="2.01 / 9.71" s2=0.7505
O -1.67 3.00 -0.95
H -1.16 2.35 -0.47
H -1.93 2.55 -1.75
O -0.35 0.15 0.48
H 0.20 -0.18 -0.23
H 0.25 0.32 1.20
O 2.01 -2.74 -1.15
H 2.42 -3.23 -1.87
H 1.32 -2.23 -1.57
O -1.05 1.18 3.59
H -1.41 0.44 4.07
H -0.18 1.31 3.96
O -2.78 0.17 1.20
H -1.84 0.12 1.01
H -2.82 0.29 2.15
O -2.26 -2.13 -2.05
H -2.96 -2.50 -1.50
H -1.46 -2.27 -1.55
O 1.49 1.19 -1.76
H 1.20 0.47 -2.31
H 1.54 1.94 -2.36
O 0.41 -1.19 -2.94
H -0.48 -0.92 -3.17
H 0.83 -1.35 -3.79
O 2.30 1.93 1.06
H 1.79 1.43 1.69
H 1.99 1.64 0.21
O 1.33 -0.37 2.67
H 1.48 -1.31 2.65
H 1.76 -0.07 3.47

Run 2
30
Properties=species:S:1:pos:R:3 method="wB97M-V/def2-TZVPD" charge=-1 homo_ev="-0.05 / -7.24" multiplicity=2 gap_ev="2.62 / 9.67" s2=0.7505
O -1.01 -2.46 2.46
H -0.64 -2.80 1.65
H -0.41 -1.76 2.72
O 0.38 3.09 -0.82
H 0.77 3.72 -0.21
H 0.99 2.35 -0.81
O -1.60 1.86 -2.21
H -1.90 1.21 -1.57
H -0.86 2.29 -1.77
O -1.46 0.84 1.28
H -0.96 0.31 1.90
H -1.47 1.71 1.66
O -0.09 -1.20 -0.20
H 0.16 -0.28 -0.08
H -0.42 -1.24 -1.10
O -3.04 -0.26 -0.54
H -2.35 -0.02 0.07
H -3.27 -1.16 -0.30
O 0.61 -0.41 2.97
H 1.45 -0.31 2.54
H 0.63 0.24 3.68
O 0.75 -0.25 -2.94
H 0.08 -0.09 -3.60
H 0.97 -1.18 -3.04
O 1.74 -3.00 0.89
H 1.27 -2.23 0.56
H 2.21 -2.68 1.66
O 2.42 1.29 -1.24
H 1.85 0.90 -1.91
H 3.22 1.50 -1.71

It is run 1 that is the least stable of them.

Run 1
7
Properties=species:S:1:pos:R:3 method="wB97M-V/def2-TZVPD" homo_ev="-8.82 / -8.84" gap_ev="7.90 / 8.74"
C 1.04 -0.18 0.07
N -1.12 1.47 0.25
O 0.69 0.99 0.08
O 0.38 -1.23 -0.21
O -1.67 0.75 -0.48
S -1.35 -1.25 0.07
H 2.03 -0.54 0.23

Run 2
7
Properties=species:S:1:pos:R:3 method="wB97M-V/def2-TZVPD" homo_ev=-11.55 gap_ev=10.55
C 1.15 0.55 -1.47
N 0.21 0.09 -0.85
O 2.11 1.13 -1.84
O -2.09 0.16 1.28
O -0.33 -1.21 2.01
S -0.68 0.09 1.65
H -0.38 -0.80 -0.78

Run 3
7
Properties=species:S:1:pos:R:3 method="wB97M-V/def2-TZVPD" homo_ev=-10.99 gap_ev=10.25
C -0.64 -0.30 -1.47
N 0.21 0.09 -0.79
O 0.98 1.54 1.16
O -0.96 0.10 1.25
O 1.29 -0.90 0.92
S 0.42 0.23 1.04
H -1.31 -0.75 -2.10

It is run 1 that is the least stable of them.

Run 1
33
Properties=species:S:1:pos:R:3 method="wB97M-V/def2-TZVPD" homo_ev=-9.29 smiles="C[C@H](N)C(=O)N[C@@H](Cc1ccccc1)C(=O)O" gap_ev=9.83
C 0.97 -1.94 -1.27
C 2.11 -1.30 -0.40
N 3.12 -2.25 -0.16
C 1.58 -0.90 0.99
O 1.88 -1.65 1.93
N 1.00 0.35 1.09
C 0.82 1.27 -0.03
C -0.54 1.97 0.13
C -1.73 1.10 0.16
C -2.22 0.44 1.29
C -3.40 -0.36 1.34
C -3.97 -0.62 0.13
C -3.39 -0.20 -1.02
C -2.44 0.81 -1.04
C 2.00 2.22 0.01
O 2.05 3.22 0.62
O 3.02 1.76 -0.72
H 0.36 -1.19 -1.67
H 0.23 -2.64 -0.69
H 1.59 -2.43 -2.06
H 2.41 -0.42 -0.88
H 2.54 -3.10 -0.18
H 3.53 -2.08 0.78
H 1.06 0.78 1.96
H 0.89 0.61 -0.92
H -0.51 2.42 1.11
H -0.58 2.76 -0.61
H -1.70 0.59 2.27
H -3.85 -0.75 2.21
H -4.69 -1.40 0.01
H -3.91 -0.45 -1.91
H -2.04 1.20 -2.01
H 3.81 2.17 -0.46

Run 2
33
Properties=species:S:1:pos:R:3 method="wB97M-V/def2-TZVPD" homo_ev=-9.28 smiles="C[C@H](NC(=O)[C@@H](N)Cc1ccccc1)C(=O)O" gap_ev=9.92
C -0.70 3.92 0.81
C -1.00 2.48 0.67
N -1.71 2.18 -0.42
C -1.19 1.44 -1.47
O -1.74 1.72 -2.50
C 0.04 0.37 -1.35
N 1.26 0.85 -0.53
C -0.71 -0.85 -0.75
C 0.18 -2.18 -0.57
C 0.06 -2.98 0.53
C 0.93 -4.02 0.75
C 1.97 -4.27 -0.06
C 2.25 -3.32 -1.02
C 1.25 -2.46 -1.44
C -1.45 1.88 1.92
O -2.45 1.28 2.27
O -0.49 2.23 2.85
H -0.25 4.09 1.86
H -0.01 4.20 0.04
H -1.64 4.56 0.77
H -0.01 1.76 0.60
H -2.52 2.87 -0.70
H 0.47 0.08 -2.28
H 1.70 1.55 -1.07
H 1.86 0.01 -0.69
H -1.53 -1.08 -1.36
H -1.15 -0.43 0.16
H -0.70 -2.82 1.27
H 0.78 -4.64 1.55
H 2.52 -5.29 0.12
H 3.29 -3.19 -1.40
H 1.50 -1.90 -2.32
H -0.82 1.96 3.77

It is run 2 that is the least stable of them.

Run 1
16
Properties=species:S:1:pos:R:3 method="wB97M-V/def2-TZVPD" homo_ev=-10.11 smiles="C=O.O.O.O.O" gap_ev=10.14
C 2.78 1.17 -0.22
O 3.44 0.18 0.02
H 2.33 1.72 0.61
H 2.67 1.45 -1.27
O 0.25 2.91 1.42
H -0.19 2.78 2.26
H -0.21 2.33 0.79
O 0.27 -3.06 3.52
H -0.62 -2.89 3.17
H 0.79 -3.32 2.75
O -1.78 -2.60 1.36
H -1.78 -3.40 0.83
H -1.08 -2.01 1.09
O -2.51 1.81 -5.21
H -2.28 0.88 -5.10
H -2.06 2.07 -6.02

Run 2
16
Properties=species:S:1:pos:R:3 method="wB97M-V/def2-TZVPD" homo_ev=-9.81 smiles="C=O.O.O.O.O" gap_ev=10.48
C 2.71 0.32 -0.02
O 1.96 0.46 -1.00
H 2.70 1.16 0.82
H 3.52 -0.41 0.03
O -0.89 0.87 -1.74
H 0.07 0.84 -1.55
H -0.96 0.49 -2.67
O -2.77 0.67 0.45
H -3.50 1.04 0.95
H -2.42 1.28 -0.20
O 1.54 -0.87 1.36
H 1.38 -1.26 2.23
H 0.68 -0.99 0.83
O -1.08 -1.54 0.17
H -1.81 -1.33 0.76
H -1.12 -0.73 -0.40

It is run 1 that is the least stable of them.

Run 1
8
Properties=species:S:1:pos:R:3 method="wB97M-V/def2-TZVPD" charge=-1 homo_ev=-2.44 gap_ev=6.79
S 2.71 0.07 -0.07
H 2.83 -0.11 1.26
C -0.95 -0.64 -0.12
C -0.89 0.66 -0.32
H -0.08 -1.17 0.26
H -1.90 -1.16 0.03
H 0.04 1.21 -0.27
H -1.76 1.14 -0.76

Run 2
8
Properties=species:S:1:pos:R:3 method="wB97M-V/def2-TZVPD" charge=-1 homo_ev=-2.42 gap_ev=6.15
S -3.77 0.52 -0.29
H -2.48 0.10 -0.31
C 0.51 0.11 0.36
C 1.66 -0.38 -0.07
H -0.44 -0.37 0.27
H 0.44 1.01 0.93
H 1.56 -1.25 -0.83
H 2.52 0.27 -0.07

Run 3
8
Properties=species:S:1:pos:R:3 method="wB97M-V/def2-TZVPD" charge=-1 homo_ev=-2.37 gap_ev=5.98
S 2.65 -2.88 0.92
H 2.01 -1.98 1.68
C -0.45 0.30 -0.23
C -1.23 1.25 -0.74
H -0.63 -0.23 0.70
H 0.60 0.22 -0.52
H -0.96 1.67 -1.70
H -2.01 1.65 -0.10

It is run 3 that is the least stable of them.